A.
10 unconnected molecules or ions with the total composition H20O10, computed with the ωB97M-V functional and the def2-TZVPD basis.

Geometry as XYZ:
```
30
Properties=species:S:1:pos:R:3
O 1.09017 3.09157 -1.17730
H -1.47383 1.04357 2.29770
O -0.70583 0.43857 -0.62230
H 1.03317 -1.52643 1.68570
H -0.46083 0.74257 -3.71430
H 0.19517 2.82857 -1.21230
O -1.43183 -2.06843 0.55670
H -0.87383 -0.50043 -0.28930
H -0.02383 0.57357 -1.28930
H 1.93917 -2.46943 2.52170
O -3.96883 -0.40443 0.40470
O 2.23717 0.67557 -1.57330
O 2.30617 -1.85643 -0.73030
O -0.22283 1.67357 -3.49830
H -1.21083 -0.19343 2.92870
H 3.09817 0.34957 -1.24830
O 1.04717 0.21857 1.33570
H -3.12883 -0.15343 0.82570
H -4.63883 0.11857 0.82570
H -2.18683 -2.06443 1.14070
H 2.06617 -0.94643 -0.72430
H 0.57217 0.08957 2.11570
H 1.02017 3.93657 -1.56030
O 1.38317 -2.41043 1.71270
H 2.01317 1.49457 -1.06730
O -1.88583 0.21457 2.41370
H -0.88483 -2.75643 0.92570
H 0.67117 1.72357 -3.80330
H 2.07417 -2.15243 0.13870
H 0.35117 0.28957 0.68070
```

The LUMO energy is -0.09 eV. As for the gap between HOMO and LUMO: 10.18 eV. The value obtained for the HOMO energy is -10.276 eV.

Results of the natural (NBO) charge analysis, in e, for atoms 1 through 8:
1 O -0.95
2 H 0.47
3 O -1.01
4 H 0.48
5 H 0.48
6 H 0.48
7 O -0.96
8 H 0.52

***

B.
10 unconnected molecules or ions with the total composition H20O10, computed with the ωB97M-V functional and the def2-TZVPD basis.

Geometry as XYZ:
```
30
Properties=species:S:1:pos:R:3
O 1.89065 -2.21392 2.41456
H 2.15933 -1.49790 1.85956
H -1.44436 2.32885 -2.45270
H 0.16335 2.60060 2.86636
H 1.15378 -3.60716 1.55568
H -5.70540 0.54785 -0.97653
O -0.68123 2.40731 2.48184
H -3.06102 -3.67351 -2.89790
H 3.28951 -2.64743 -1.70435
H 1.24030 3.31893 -0.66142
H -0.27846 2.55714 -3.46434
O -4.85133 0.49135 -0.53348
O -0.48871 2.21878 -2.62713
H 0.14238 0.11196 1.50959
H -1.28440 2.59539 3.10391
O 2.44087 -2.84562 -1.19207
H -5.07102 0.46120 0.40735
O 0.27889 -0.03599 0.56164
H 3.33541 2.27539 -0.43448
O 1.64291 3.49362 -1.44922
O -2.79957 -2.73357 -2.55806
O 2.66737 1.75823 -0.03372
O 0.76785 -4.08950 2.29992
H 1.29745 4.37161 -1.70855
H 1.41977 -4.07721 2.99375
H 1.91911 -1.62764 3.20006
H 2.17627 2.23925 0.64679
H -3.67892 -2.31294 -2.52278
H -0.55428 -0.33739 0.35648
H 1.91351 -2.07768 -1.04078
```

The LUMO energy is 0.09 eV. As for the gap between HOMO and LUMO: 9.59 eV. The value obtained for the HOMO energy is -9.507 eV.

Results of the natural (NBO) charge analysis, in e, for atoms 1 through 8:
1 O -0.94
2 H 0.48
3 H 0.47
4 H 0.46
5 H 0.49
6 H 0.47
7 O -0.93
8 H 0.47

***

Which one sits at the bottom of the stability order? B does.